# 1
{"formula": "CH5O2PS", "method": "ωB97M-V/def2-TZVPD", "spin_multiplicity": 3, "e_lumo_ev": [0.653, -3.646], "homo_ev": [-6.0, -9.6], "total_charge": 0, "species": ["C", "O", "O", "P", "S", "H", "H", "H", "H", "H"], "xyz": [[-0.35918, 1.00595, -0.11089], [-0.82457, 1.49216, -1.09007], [-1.14847, 0.13463, 0.59237], [1.15858, 1.39814, 0.71045], [0.25665, -2.35653, -1.69510], [0.55557, -1.35642, -0.66003], [-1.89953, 0.00727, 0.11490], [0.91894, 0.49434, 1.66899], [0.54677, 2.48178, 1.38799], [0.79524, -3.30131, -0.91861]]}

=====

# 2
{"formula": "C10H8N2O", "method": "ωB97M-V/def2-TZVPD", "e_lumo_ev": 0.034, "homo_ev": -8.6, "total_charge": 0, "species": ["C", "C", "C", "C", "C", "C", "C", "C", "C", "C", "H", "H", "H", "H", "H", "H", "H", "H", "N", "N", "O"], "xyz": [[-1.28250, 0.22467, -0.99383], [-1.82469, 1.31429, -1.83546], [-1.06611, 2.42693, -2.03067], [0.20077, 2.49514, -1.31404], [-0.14965, 0.44978, -0.15828], [0.59388, -0.55526, 0.63223], [-0.29843, -1.33032, 1.38847], [0.36714, -2.28541, 2.27911], [2.41701, -1.48193, 1.70202], [1.89362, -0.56894, 0.79212], [-2.80995, -0.85709, -1.08676], [-2.31564, 1.20540, -2.50786], [-1.33469, 3.03872, -2.57681], [0.87202, 3.52530, -1.67618], [-1.43153, -1.48462, 1.54027], [-0.25603, -3.03065, 2.84472], [3.26406, -1.37373, 1.77318], [2.66644, -0.03356, 0.32520], [0.72055, 1.59501, -0.64286], [1.72346, -2.39368, 2.39722], [-1.94974, -0.88005, -0.85178]]}

=====

# 3
{"formula": "C43H32N6Zn", "method": "ωB97M-V/def2-TZVPD", "e_lumo_ev": -0.257, "homo_ev": -5.8, "total_charge": 0, "species": ["Zn", "N", "C", "N", "C", "N", "N", "C", "C", "C", "C", "C", "C", "N", "C", "C", "C", "C", "C", "C", "H", "H", "H", "H", "H", "H", "H", "H", "H", "H", "H", "C", "C", "C", "C", "C", "C", "C", "C", "C", "C", "C", "C", "C", "C", "C", "N", "H", "H", "H", "H", "H", "H", "H", "H", "H", "H", "C", "C", "C", "C", "C", "C", "C", "C", "C", "C", "C", "C", "C", "C", "H", "H", "H", "H", "H", "H", "H", "H", "H", "H", "H"], "xyz": [[0.90262, -0.81392, 0.41294], [2.31403, -0.34344, -3.56288], [2.14351, -0.74023, -2.29181], [1.05630, -0.62503, -1.61280], [-0.07611, 0.01125, -2.21134], [-1.11334, 0.41682, -1.57483], [-1.45118, 0.03722, -0.32313], [-1.04857, -1.30371, 0.15452], [-1.62188, -1.93874, 1.34288], [-1.75759, -1.36915, 2.62508], [-2.19550, -2.14333, 3.67883], [-2.48376, -3.48610, 3.47481], [-2.29888, -3.97383, 2.19212], [-1.89821, -3.24602, 1.15934], [0.05205, 0.42172, -3.62093], [-0.99644, 1.01675, -4.31684], [-0.82433, 1.44909, -5.62035], [0.39797, 1.27653, -6.26043], [1.44768, 0.66934, -5.59167], [1.26267, 0.25123, -4.28374], [3.19699, -0.51010, -4.01437], [3.01919, -1.17586, -1.82108], [-1.18279, -1.97164, -0.69711], [-1.46107, -0.35057, 2.82318], [-2.29081, -1.69814, 4.66197], [-2.82927, -4.12836, 4.27177], [-2.49626, -5.02043, 1.97920], [-1.94046, 1.14145, -3.80446], [-1.64667, 1.91937, -6.14212], [0.53279, 1.60657, -7.28147], [2.40592, 0.52689, -6.07615], [-0.07705, 2.25865, 3.25462], [0.58278, 1.75787, 4.37403], [1.39017, 0.64289, 4.25546], [1.54362, 0.04763, 2.99937], [0.90745, 0.54919, 1.86240], [0.06406, 1.66058, 2.00776], [2.32607, -1.20814, 2.83494], [3.20391, -1.69476, 3.84569], [3.90271, -2.84011, 3.64141], [3.74137, -3.56670, 2.43559], [4.41724, -4.77717, 2.15710], [4.19620, -5.43721, 0.98246], [3.27915, -4.91734, 0.04115], [2.61878, -3.74716, 0.28328], [2.85162, -3.04190, 1.48588], [2.18625, -1.87037, 1.70164], [-0.72258, 3.12371, 3.36622], [0.44905, 2.23151, 5.33753], [1.86146, 0.23996, 5.14173], [-1.31591, 3.05350, 1.25876], [3.32576, -1.13455, 4.75946], [4.58821, -3.20908, 4.39494], [5.10641, -5.17353, 2.89246], [4.70928, -6.36592, 0.77430], [3.08658, -5.46356, -0.87294], [1.88154, -3.35851, -0.41020], [-5.61855, 2.82615, -1.04454], [-4.91846, 3.47463, -0.03993], [-3.72474, 2.94686, 0.43224], [-3.20082, 1.76736, -0.09138], [-3.92792, 1.11117, -1.08057], [-5.12016, 1.63711, -1.55557], [-1.92848, 1.14238, 0.48516], [-0.79503, 2.18116, 0.85846], [-0.01614, 2.70014, -0.34745], [1.36781, 2.60970, -0.44906], [2.03915, 3.08571, -1.57205], [1.34048, 3.67886, -2.60860], [-0.03905, 3.81322, -2.50166], [-0.70299, 3.33562, -1.38619], [-6.54728, 3.23752, -1.41761], [-5.30041, 4.39416, 0.38386], [-3.20804, 3.47158, 1.22458], [-3.55075, 0.18253, -1.48142], [-5.66254, 1.11034, -2.33043], [-2.24077, 0.69948, 1.42899], [1.93319, 2.15776, 0.35255], [3.11848, 3.00145, -1.62148], [1.86008, 4.04477, -3.48506], [-0.60141, 4.28663, -3.29600], [-1.77836, 3.43854, -1.33101]]}

=====

# 4
{"formula": "C13H23FIN2O4SV", "method": "ωB97M-V/def2-TZVPD", "spin_multiplicity": 2, "e_lumo_ev": [-3.199, -3.186], "homo_ev": [-8.6, -10.4], "total_charge": 1, "species": ["V", "C", "O", "C", "C", "O", "C", "C", "O", "C", "H", "H", "H", "H", "H", "H", "H", "H", "H", "H", "H", "H", "H", "H", "F", "S", "C", "N", "C", "C", "C", "C", "H", "H", "H", "H", "H", "N", "C", "O", "C", "I", "H", "H", "H", "H"], "xyz": [[-0.44589, 0.55792, 0.10454], [0.68320, -1.41195, -3.15422], [-0.13454, -1.26892, -2.00841], [-0.16090, -2.40260, -1.16811], [1.05177, -2.43960, -0.23267], [0.87882, -1.36119, 0.66932], [2.00511, -0.97408, 1.42718], [2.94051, -0.02465, 0.67424], [2.24143, 1.16460, 0.35947], [3.05301, 2.08328, -0.34492], [0.45740, -2.34161, -3.68691], [1.75102, -1.39043, -2.91011], [0.45139, -0.57550, -3.80994], [-0.22003, -3.32695, -1.75513], [-1.06213, -2.28961, -0.54864], [1.98191, -2.32626, -0.80556], [1.07880, -3.38879, 0.32447], [2.56658, -1.85484, 1.76456], [1.59494, -0.43700, 2.28977], [3.31507, -0.48399, -0.25342], [3.79990, 0.20930, 1.31860], [3.95362, 2.32250, 0.22900], [2.47828, 2.99700, -0.48340], [3.35255, 1.67553, -1.31892], [-0.87900, 0.26076, 1.74050], [-2.67963, 0.29643, -0.67810], [-3.37404, 1.30543, 0.52185], [-3.76993, 0.74105, 1.69412], [-4.41029, 1.42462, 2.66097], [-4.70104, 2.74931, 2.49371], [-4.33060, 3.37905, 1.29076], [-3.68095, 2.66277, 0.31661], [-3.53773, -0.24013, 1.83162], [-4.68126, 0.88305, 3.55329], [-5.22676, 3.29721, 3.25710], [-4.57270, 4.41891, 1.13416], [-3.41498, 3.11024, -0.62961], [0.01495, 3.88096, -0.89028], [0.06418, 2.74626, -1.66378], [-0.08166, 1.63101, -1.11040], [0.18709, 2.88673, -3.11447], [-1.86147, 3.23037, -3.96345], [-0.23978, 3.74616, 0.08141], [-0.24472, 4.75966, -1.30571], [0.53714, 1.97929, -3.59576], [0.75338, 3.75400, -3.43217]]}

=====

# 5
{"formula": "CH4NS", "method": "ωB97M-V/def2-TZVPD", "e_lumo_ev": 4.409, "homo_ev": -2.7, "total_charge": -1, "species": ["S", "H", "C", "N", "H", "H", "H"], "xyz": [[1.07576, -0.90829, -1.67163], [1.81783, -0.41023, -2.65064], [-0.76372, -0.07373, 0.73270], [-0.34133, 0.69034, 1.68083], [-1.48274, 0.37073, 0.01647], [-0.50029, -1.12889, 0.61403], [0.19449, 1.46007, 1.27825]]}

=====

Max |F| for every record listed, in sequence, given in eV/A: 8.104, 18.832, 0.409, 4.327, 3.150.
Energy for every record listed, in sequence, given in eV: -25331.124, -15519.480, -102468.861, -72358.711, -13425.918.